# 1
This record from the OMol25 dataset describes an isolated ion of composition C4H8NO2 and charge -1. The level of theory is the ωB97M-V functional and the def2-TZVPD basis.

CARTESIAN COORDINATES (ANGSTROEM)
O (-2.847, -0.084, 0.696)
C (-1.832, 0.433, 0.128)
O (-1.686, 0.804, -1.091)
C (-0.400, -0.684, 0.447)
C (0.782, 0.085, -0.051)
C (2.203, -0.645, 0.075)
N (3.379, 0.108, -0.105)
H (-0.597, -1.585, -0.131)
H (-0.362, -0.984, 1.494)
H (0.863, 1.064, 0.463)
H (0.603, 0.292, -1.100)
H (2.195, -1.010, 1.086)
H (2.077, -1.404, -0.706)
H (-1.467, 1.314, 0.752)
H (3.456, 0.315, -1.100)

## Properties
* charge: -1
* frontier orbital gap: 4.28 eV
* E_tot: -9857.9346 eV



# 2
This record from the OMol25 dataset describes AlF6P as an isolated structure. The level of theory is the ωB97M-V functional and the def2-TZVPD basis.

CARTESIAN COORDINATES (ANGSTROEM)
Al (1.853, -2.309, -1.461)
P (-0.314, 0.357, 0.231)
F (1.247, 0.569, -0.323)
F (-0.568, 1.929, -0.236)
F (-0.678, -0.306, -1.254)
F (-1.823, 0.082, 0.688)
F (0.065, -1.181, 0.633)
F (0.218, 0.858, 1.722)

## Properties
* charge: +3
* frontier orbital gap (alpha / beta): 4.10 / 4.62 eV
* 2S+1: 2
* <S²>: 1.44
* E_tot: -32141.5907 eV



# 3
This record from the OMol25 dataset describes C14H25KN7OS as an isolated structure. The level of theory is the ωB97M-V functional and the def2-TZVPD basis.

CARTESIAN COORDINATES (ANGSTROEM)
K (-0.459, 0.278, 0.176)
N (0.477, -1.573, 2.215)
C (0.596, -2.927, 1.676)
C (0.200, -3.017, 0.200)
N (-1.085, -2.420, -0.156)
C (-2.177, -2.884, 0.685)
C (-3.500, -2.123, 0.539)
N (-3.496, -0.721, 0.934)
C (-1.402, -2.619, -1.571)
C (-0.288, -2.356, -2.590)
N (0.272, -1.024, -2.689)
H (1.196, -0.941, 1.847)
H (0.611, -1.594, 3.218)
H (-0.034, -3.593, 2.270)
H (1.613, -3.337, 1.743)
H (0.240, -4.087, -0.081)
H (0.972, -2.516, -0.388)
H (-1.869, -2.780, 1.726)
H (-2.378, -3.959, 0.507)
H (-4.218, -2.665, 1.165)
H (-3.883, -2.186, -0.480)
H (-2.880, -0.562, 1.722)
H (-3.234, -0.098, 0.172)
H (-2.243, -1.969, -1.820)
H (-1.739, -3.664, -1.730)
H (-0.727, -2.617, -3.559)
H (0.528, -3.068, -2.446)
H (-0.428, -0.284, -2.660)
H (0.997, -0.826, -2.012)
N (-2.383, 3.680, -3.027)
C (-1.676, 2.878, -2.126)
S (-2.340, 1.264, -1.980)
N (-0.656, 3.470, -1.598)
N (0.162, 2.756, -0.740)
C (1.153, 3.455, -0.331)
C (2.234, 3.106, 0.597)
C (3.069, 4.179, 0.929)
C (4.140, 4.078, 1.799)
C (4.396, 2.834, 2.376)
C (3.607, 1.749, 2.072)
C (2.506, 1.809, 1.167)
O (1.837, 0.752, 0.894)
H (-3.345, 3.401, -3.117)
H (-2.227, 4.668, -2.886)
H (1.202, 4.482, -0.710)
H (2.864, 5.145, 0.478)
H (4.753, 4.943, 2.016)
H (5.225, 2.708, 3.066)
H (3.817, 0.777, 2.506)

## Properties
* charge: -1
* frontier orbital gap: 5.93 eV
* E_tot: -54564.9674 eV



# 4
This record from the OMol25 dataset describes C17H23F5GaNO2P2 as an isolated structure. The level of theory is the ωB97M-V functional and the def2-TZVPD basis.

CARTESIAN COORDINATES (ANGSTROEM)
Ga (0.003, -0.454, 0.593)
P (-2.344, -0.172, 0.129)
C (-2.122, 0.237, -1.568)
C (-0.860, 0.687, -2.040)
N (0.276, 0.433, -1.283)
C (1.504, 0.810, -1.672)
C (1.673, 1.546, -2.842)
C (0.561, 1.840, -3.635)
C (-0.690, 1.376, -3.269)
C (2.693, 0.474, -0.781)
P (2.372, -0.974, 0.302)
H (-1.586, 1.550, -3.867)
H (2.680, 1.875, -3.097)
H (0.685, 2.427, -4.548)
H (3.575, 0.261, -1.398)
H (2.951, 1.336, -0.144)
H (-2.052, -1.815, -2.920)
H (-2.981, 0.348, -2.239)
H (-0.945, -3.522, -1.925)
O (-1.834, -2.755, -3.080)
H (-2.282, -3.005, -3.903)
H (-0.210, -1.987, 0.488)
O (-0.570, -3.788, -1.044)
H (0.359, -4.028, -1.218)
C (2.801, -2.367, -0.790)
H (3.838, -2.254, -1.133)
H (2.704, -3.309, -0.232)
H (2.131, -2.380, -1.660)
C (3.617, -0.903, 1.621)
H (3.549, -1.818, 2.230)
H (4.627, -0.834, 1.189)
H (3.432, -0.025, 2.258)
C (-3.105, 1.206, 1.030)
H (-4.105, 1.397, 0.616)
H (-3.197, 0.958, 2.096)
H (-2.492, 2.110, 0.922)
C (-3.392, -1.639, 0.338)
H (-3.542, -1.826, 1.412)
H (-4.365, -1.443, -0.134)
H (-2.906, -2.511, -0.121)
F (-0.516, -0.726, 3.566)
C (-0.223, 0.582, 3.293)
C (0.098, 0.941, 1.984)
C (0.321, 2.299, 1.754)
F (0.561, 2.753, 0.488)
C (0.232, 3.254, 2.766)
F (0.425, 4.556, 2.477)
C (-0.105, 2.863, 4.061)
F (-0.228, 3.783, 5.037)
C (-0.330, 1.513, 4.327)
F (-0.686, 1.119, 5.567)

## Properties
* charge: +2
* frontier orbital gap (alpha / beta): 5.95 / 5.33 eV
* E_tot: -108111.1193 eV